1.
Entry from OMol25: 20 unconnected molecules or ions with the total composition C66H183N11O31 (ωB97M-V/def2-TZVPD).

Properties
Energy (eV): -151251.369
HOMO-LUMO gap (eV): 8.36
Energy relative to the best compared isomer or geometry (same formula, charge and spin) (kcal per mole): 98.9
Spin multiplicity: 1
E_HOMO (eV): -7.951
LUMO level (eV): 0.4

Element x y z (Å)
O 1.682252 2.522232 1.395723
O 0.177244 -2.478651 0.052731
O -3.942767 0.064476 -4.609462
O 5.576290 -1.548925 -3.725089
O 3.496356 -1.759009 -7.500513
O 6.634003 -3.319779 -1.297375
O -2.503824 -7.002968 -0.330581
O -0.630458 -3.865975 6.979107
O -2.117201 2.551415 -5.179166
O -1.393479 0.770390 4.534184
O 0.528983 1.238365 -4.191341
O 3.095859 3.786003 -3.210335
O 1.917473 -6.411821 -1.640183
O 3.594725 -3.516198 -4.956914
O 3.636074 0.240493 5.639164
O -0.771896 5.952994 -1.662445
O 3.640532 -6.904455 1.504405
O -2.328066 0.792485 -0.135638
O 7.817883 -2.164625 3.185862
O 3.491624 8.187944 -5.092589
O -5.503730 -2.407692 -0.287426
O 7.569419 1.766975 -2.974082
O -6.902545 4.555410 0.510052
O 0.807020 0.208673 -6.659117
O 4.513822 -1.527012 1.634701
O -0.643179 5.939768 5.461786
O 0.903433 -7.284143 4.467770
O 3.453322 1.056384 -4.426346
O -6.926276 -2.921615 -6.836841
O -5.013003 8.800422 0.063540
O -7.847679 0.124060 -1.559715
N -2.211867 3.265164 6.054318
N 1.693607 -4.730316 5.741711
N 1.903289 7.593598 -2.250453
N -3.513021 -1.710789 -2.207805
N -0.025103 -0.196776 -1.719349
N -0.898328 -7.474035 -2.845516
N 6.103324 -3.933967 1.363306
N 1.969954 2.236646 4.230205
N -8.106367 -0.956259 -5.109296
N 4.885518 0.984885 -1.308613
N -4.477294 5.885036 1.233324
C -5.835507 9.955143 0.225142
C -8.604812 0.248903 -2.791830
C -1.088504 -0.651356 4.549630
C -4.470981 -0.571990 -5.798087
C -3.064086 2.570040 5.136678
C 5.972802 1.952473 -0.914942
C 1.524550 -3.318328 6.064876
C 0.587085 -3.185426 7.303884
C 0.862379 -8.602018 3.889381
C -4.069221 -2.836445 -0.078172
C -1.547037 -3.959157 8.026397
C 7.101810 -4.350035 2.372226
C -0.231994 6.966441 4.581130
C 3.182857 7.451339 -2.902855
C 2.807499 2.784069 0.621541
C -6.698245 0.978191 -1.445617
C 8.083163 -0.970047 2.451880
C 1.320659 3.524903 2.393813
C 1.913664 1.773619 5.609855
C 7.408925 1.563262 -1.561833
C -1.356074 1.646108 -0.709364
C 1.449038 -6.383573 -3.031185
C 7.034478 3.019365 -3.406192
C -7.765289 -2.324605 -4.723827
C -2.680090 -0.420493 -4.222623
C 1.222377 -1.013092 -1.584194
C 0.818411 2.945888 3.713304
C 4.813027 -4.660948 1.528931
C -2.688736 4.647350 6.155804
C -8.298776 4.480705 0.257381
C 4.840664 -6.135771 1.269269
C -3.621021 1.409538 -0.010506
C -7.749937 0.090109 -4.104469
C 3.212722 1.436175 6.285649
C -4.776783 5.617315 -0.157815
C -7.953534 -3.213663 -5.961496
C 0.000975 0.956451 -0.909098
C -3.265944 -2.951036 -1.410778
C 2.225438 8.376158 -5.669354
C 0.012352 -2.765834 1.393900
C -4.570991 8.360071 1.415888
C -6.315476 -2.458390 0.852893
C -0.642754 4.640245 -2.057477
C 3.612920 -8.094703 0.750370
C -0.767660 -8.185005 -1.624031
C 2.073948 -4.944150 4.360068
C -6.935249 -3.508235 -8.191908
C -2.854736 -6.219860 0.798400
C 1.332279 -1.747465 -0.244593
C -3.696039 7.082334 1.521495
C 4.877318 -0.284077 -0.530537
C -0.041406 -6.283951 -3.163810
C -2.762060 -1.722136 -3.490156
C 0.205545 6.413707 -0.735825
C 1.974323 -6.410983 3.999932
C 8.227016 -3.366056 2.574968
C 1.616067 6.372971 -1.387521
C -6.220146 5.241572 -0.529126
C -2.699718 1.057896 5.123496
C 4.593041 -0.205814 0.989699
C 2.036072 -5.112520 -1.005741
C 4.718269 -0.370656 6.212050
C 3.570116 8.679419 -3.769963
C 4.601059 -1.512677 3.034621
C -1.081359 -7.361532 -0.343776
C -2.008896 5.592140 5.118982
H -2.640374 6.470589 4.986101
H -5.443410 8.135103 2.029379
H -2.657932 0.545123 6.084442
H -3.321523 7.040452 2.544275
H -2.206851 -3.092327 -1.195212
H 0.907837 -3.368598 1.545141
H 4.536015 -8.642045 0.941165
H 3.305733 6.551546 -3.505658
H -4.184648 4.751991 -0.455630
H 0.547311 4.146184 1.942112
H 1.377180 0.756999 -7.198085
H -7.739198 -3.008695 -8.732492
H 3.728965 3.068230 -3.196420
H 2.740798 -8.609544 1.153422
H 3.713289 2.459779 1.133872
H -8.511623 -2.566864 -3.967262
H -6.482786 -3.528436 0.975810
H 1.856075 -7.260440 -3.534685
H 6.391420 -1.417016 -4.209246
H -7.253903 -1.974876 0.581491
H -3.731367 4.728805 5.848567
H 4.929588 -2.442634 3.498678
H -1.934294 -0.354881 -5.014833
H -9.218296 1.133077 -2.964975
H 1.911932 -5.565692 -3.583377
H 2.884440 2.268476 3.802656
H -2.313784 0.347494 -3.541373
H 8.640953 -3.129960 1.594653
H 5.268255 -0.701089 3.324920
H 2.468452 -2.886098 6.397026
H -8.121115 0.986967 -4.600433
H 4.603077 9.002815 -3.641452
H -0.069958 4.383542 -2.948611
H 2.496770 1.047485 -4.392360
H 5.946289 2.982256 -3.456885
H -5.926566 0.319724 -1.046833
H -0.132347 -9.040888 3.811896
H -3.728694 -0.491437 -6.592204
H -3.057146 3.012457 4.140533
H 1.734614 -6.550102 2.945757
H 2.194252 4.132818 2.629133
H -6.723852 -0.055872 -3.766930
H -0.510204 -6.433169 -0.346695
H 1.575991 7.710523 -5.100810
H 1.926729 9.424339 -5.682595
H -0.555737 -8.152912 -3.510238
H -2.570130 4.983312 7.185920
H -5.362246 -0.096513 -6.207550
H 5.318615 0.365388 1.568811
H -1.746021 -2.060080 -3.286319
H 2.743084 3.864630 0.493717
H -9.228507 -0.638192 -2.681569
H 3.121617 -4.656831 4.270875
H -2.851138 2.147945 -4.715707
H 1.283622 0.884208 5.618951
H 8.111410 -0.127570 3.142921
H 2.886250 -1.246308 -6.970273
H 7.486701 -5.327108 2.080159
H -8.624445 5.452264 -0.114252
H 2.324468 8.142847 -6.729479
H -3.633692 -2.025930 0.506180
H 0.997323 -3.600441 8.224524
H -6.463090 10.072645 1.108563
H 2.341162 -5.166854 0.039283
H 1.248458 -8.736018 2.878894
H 2.934114 9.555369 -3.642264
H 9.030942 -3.885026 3.096955
H -4.324775 0.828515 0.585518
H 2.773807 2.316041 -0.362276
H -4.003984 9.190711 1.836185
H -7.007916 -4.578146 -7.996679
H -0.211558 -0.674064 3.902681
H -1.474995 -9.013770 -1.593502
H 7.768934 0.580049 -1.258890
H 0.389687 0.820120 -6.052321
H 6.923047 -4.163735 -1.644408
H 2.969724 -2.073958 -8.235148
H -1.824290 -1.214678 3.975710
H -0.877430 7.842424 4.645673
H 5.735752 -0.935894 -0.692816
H -6.742552 -2.274693 -4.350174
H 9.012763 -0.902430 1.886738
H -2.427939 -4.354304 7.520465
H -0.056130 2.315425 3.552661
H 8.086717 2.316150 -1.159518
H 5.777041 2.997651 -1.154473
H 7.347552 -0.841622 1.657856
H -2.916790 7.235316 0.774874
H 6.323370 -3.517317 -0.413791
H -0.793153 -0.692021 -1.289322
H 1.820872 5.491404 -1.994958
H 5.351842 -6.127030 0.306606
H 0.760514 7.194021 4.970005
H 3.885301 -3.200665 -5.812631
H 1.588593 -1.053649 0.556041
H 3.983873 7.348059 -2.170863
H -4.496584 -1.795641 -2.421133
H -1.909613 -3.020836 8.446171
H -2.046285 5.069039 4.163437
H -4.106908 -3.776915 0.471554
H -1.259863 -4.590878 8.866968
H 5.491939 -6.717973 1.921178
H 2.527752 3.590503 -3.955493
H 1.134132 7.678621 -2.899502
H 7.280879 3.133590 -4.461808
H 6.602263 -4.507378 3.328152
H 7.424139 3.922344 -2.936215
H 1.462404 -4.324418 3.704290
H -1.288976 3.255862 5.644107
H 1.086924 -2.610067 5.361353
H -0.264107 4.007089 -1.255072
H 1.435749 -1.735391 -2.372145
H -6.565107 9.919537 -0.583872
H -6.728724 6.205501 -0.546093
H -0.893423 -1.107000 5.520421
H 4.322018 -4.461409 2.481391
H 0.317687 0.749837 0.113198
H 6.034056 -2.939863 1.527797
H 2.060076 -0.320211 -1.663407
H 4.055425 -0.786854 -1.040256
H 0.232421 -8.612108 -1.698350
H 0.364999 -2.118555 7.327572
H -1.414232 2.609620 -0.203036
H 2.889637 -6.965158 4.207738
H 1.404551 2.389421 6.351268
H 3.536927 -7.937828 -0.325608
H -3.611734 -3.913498 -1.787859
H -6.777878 1.705362 -0.637555
H 0.388589 0.936640 -3.293856
H -5.346431 5.912473 1.747082
H -6.313374 4.716762 -1.479907
H 5.222034 0.770457 -2.236449
H 2.789535 -4.486208 -1.483370
H -0.351658 1.393146 -4.533020
H 4.033474 -4.340055 0.837967
H 2.919240 1.331834 7.330197
H 2.402457 6.326574 -0.634167
H 0.636419 3.807619 4.355476
H 1.199913 -4.420957 -1.109128
H 3.665358 0.333631 1.180717
H -1.625229 4.295390 -2.379819
H -0.081838 7.420665 -0.433267
H 0.049502 5.810696 0.158678
H 0.659118 1.730374 -1.304058
H -4.053166 1.527601 -1.004186
H 3.709124 0.157062 -4.221370
H -8.735623 4.239625 1.226476
H -8.953532 -3.203242 -6.395087
H -5.459381 10.954650 0.006922
H -3.203860 -2.421578 -4.199869
H -3.376495 0.545770 4.439549
H 3.953408 2.235665 6.268211
H 2.169692 -2.444610 -0.215866
H 5.798970 -2.190465 -3.050506
H -0.268478 -5.995912 -4.190244
H -6.097183 1.337710 -2.280815
H 6.017252 1.975315 0.173917
H -4.833889 -1.557314 -5.505618
H -0.079143 6.538651 3.590304
H -5.954188 -2.063687 1.802516
H -2.112729 -5.464825 1.058111
H -0.857320 -3.406322 1.540697
H 4.905712 -1.324223 5.718404
H -3.611724 2.433917 0.361885
H -3.826904 -5.737164 0.698359
H -2.392557 2.568814 -6.095733
H -0.106441 -1.924628 2.076811
H 3.610196 -1.379591 3.468864
H -1.746154 1.845266 -1.707496
H 0.826162 -5.213636 5.926216
H -6.016491 -3.375213 -8.763122
H 5.672562 0.154317 6.254737
H -7.625701 -0.691087 -5.957096
H -2.914073 -6.940117 1.614363
H 4.060016 -2.965384 -4.327358
H -0.730547 -7.892077 0.541406
H -0.464900 -5.446478 -2.609372
H -8.470448 3.674379 -0.455678
H -4.078305 2.558929 5.535865
H -4.705652 6.525250 -0.756710
H 4.497808 -0.585173 7.257745
H -7.701787 -4.229023 -5.655303
H 1.395675 -9.388089 4.423966

Forces on atoms 1 to 6 (eV/Å):
-1.553 -0.829 1.502
-1.682 1.241 -1.732
-1.125 0.510 -1.234
-0.486 0.255 -0.127
0.410 -0.131 -0.020
0.151 0.607 -1.462

2.
Entry from OMol25: a molecular structure, C66H60O6P3Pd (ωB97M-V/def2-TZVPD).

Properties
Energy (eV): -113045.359
HOMO-LUMO gap (eV): 6.69
Net charge: +1
Spin multiplicity: 1
E_HOMO (eV): -8.800
LUMO level (eV): -2.1

Element x y z (Å)
Pd -2.153100 -0.395488 -3.474012
P -4.267359 -0.120233 -4.195550
P 0.168951 -0.105755 1.253230
P -0.714197 0.957639 -4.546012
O -4.441765 0.637946 -5.620981
O -1.091915 2.538470 -4.690064
O -5.081366 -1.516774 -4.423733
O 0.764849 1.067816 -3.880283
O -0.348798 0.445927 -6.052764
O -5.288409 0.760687 -3.291791
C -1.170921 -1.016366 -1.050732
C -7.577243 1.445926 -3.512432
C -5.775503 2.923507 -4.255733
C 1.625959 0.845372 1.724639
C -3.157501 2.024916 3.621288
C -3.534709 -4.585060 -2.419216
C -0.224158 3.508602 -2.638534
C -0.239044 -4.106968 2.044653
C -2.802188 0.719326 3.966018
C -8.507514 2.436207 -3.840326
C 2.694550 2.133403 3.485647
C 0.575958 -4.254223 3.169213
C 3.065969 1.160176 -4.413393
C -2.467645 2.682658 2.603438
C -2.798434 -3.500067 -1.929998
C -2.911452 -0.939826 -9.136721
C 1.756063 2.740243 -8.028131
C 2.582240 0.467150 -8.234176
C -0.172016 -0.019316 -0.494395
C 2.891021 0.637465 1.128036
C -3.912623 -1.636527 -8.456399
C 4.038170 1.119612 1.761021
C 0.623728 0.926636 -6.955990
C 5.163344 2.295112 3.696325
C -1.163074 0.685327 2.179747
C 1.348753 -1.977278 2.890459
C -6.959716 -2.948764 -4.184326
C -3.249048 -5.135105 -3.670519
C -0.294688 -2.894452 1.362787
C 0.677397 2.278488 -7.270623
C -1.505285 -3.486048 -3.985839
C -5.952138 -1.955945 -2.198971
C -4.046834 0.151983 -6.882454
C -5.998911 -2.142107 -3.575704
C -1.468763 2.033076 1.889609
C -7.941036 -3.543233 -3.385705
C 3.123591 -1.616656 -4.788381
C -2.238196 -4.575904 -4.463096
C -0.985262 -1.738901 -2.247988
C -0.428812 3.581558 -4.012084
C 0.993673 5.499319 -4.199371
C -1.815776 0.044187 3.248786
C -2.531084 0.339889 -8.725420
C -7.929790 -3.350672 -2.002604
C -4.283424 2.739045 4.305726
C -4.515310 -1.081115 -7.322840
C -6.934174 -2.572744 -1.413303
C 1.498928 -0.006954 -7.496678
C 4.233610 0.535697 -4.851019
C 3.946476 1.837926 2.957510
C 1.278451 5.403308 -2.837143
C 0.422418 -1.780631 1.844027
C 0.549571 -5.526084 3.959925
C 1.400160 -3.195865 3.554930
C 0.660700 4.421474 -2.055673
C 1.928674 0.378441 -4.241590
C 2.708662 1.832882 -8.496627
C -8.079254 3.659083 -4.365897
C -3.124376 0.910258 -7.597941
C -6.223968 1.718428 -3.718120
C 1.929294 -0.999849 -4.402394
C 1.548074 1.673653 2.863346
C 4.262888 -0.848337 -5.027394
C -1.783685 -2.918585 -2.717931
C -6.718919 3.899851 -4.584436
C 0.096306 4.606278 -4.791136
H 2.025168 -1.174979 3.184028
H 2.616820 2.720568 4.401085
H -0.890056 -2.821654 0.454689
H 5.115882 1.144987 -5.049310
H 5.027247 0.929197 1.338393
H -2.030011 -4.999237 -5.449661
H -2.722458 3.723055 2.383297
H -6.943574 -3.079683 -5.266878
H 5.175748 -1.333369 -5.379602
H -0.533426 1.029547 -0.679118
H -9.568933 2.244534 -3.676874
H 3.142903 -2.701457 -4.905463
H -2.869484 1.918585 -7.273542
H 4.855822 2.870931 4.573422
H 0.824137 -0.115041 -0.983005
H 1.350585 -1.065179 -7.283714
H -0.748439 -3.025031 -4.627138
H 1.986178 6.100434 -2.382302
H -4.708554 3.108350 -4.379486
H 1.017144 -1.577295 -4.246245
H -2.050275 -1.243713 -0.433030
H -3.018372 -3.059989 -0.956727
H -3.819447 -5.994865 -4.025539
H 0.757186 -6.396421 3.327504
H -8.721724 -4.143026 -3.853467
H -4.333875 -5.003213 -1.801731
H 0.858908 4.358987 -0.984228
H -4.657650 2.155527 5.148262
H -1.768242 0.898250 -9.267277
H -0.430652 -5.688905 4.426016
H 1.828748 3.805676 -8.249379
H -0.754253 2.765969 -2.037438
H -8.706671 -3.800102 -1.379951
H -1.575412 -0.991928 3.501902
H -8.813095 4.426899 -4.614740
H -0.905627 2.583141 1.128497
H -2.424799 -1.387505 -10.002662
H -6.907458 -2.424094 -0.333524
H 3.324807 -0.243749 -8.600674
H 2.069462 -3.328019 4.403477
H -0.120409 2.935335 -6.929659
H -3.928113 3.707459 4.673833
H -5.331855 -1.582164 -6.811487
H 2.969061 0.094593 0.183512
H -7.881280 0.483224 -3.096130
H -5.148294 -1.373566 -1.745066
H -0.852407 -4.945196 1.710299
H -4.245889 -2.614491 -8.800237
H 0.035170 -1.740016 -2.643877
H 5.757318 1.442450 4.043640
H 0.594103 1.961349 3.300615
H 2.990807 2.234371 -4.241359
H 1.294799 -5.488640 4.758221
H 1.464196 6.262672 -4.822050
H -5.131374 2.945172 3.638082
H -6.373266 4.848953 -4.995490
H 3.564563 2.193752 -9.073040
H -3.339400 0.229437 4.783418
H -0.160360 4.663736 -5.847305
H 5.806427 2.926374 3.074918

Forces on atoms 1 to 6 (eV/Å):
-0.229 0.116 0.336
-0.326 0.127 0.472
-0.022 0.249 0.930
0.341 -1.183 -0.595
-0.647 -0.164 -0.449
0.091 0.625 0.433